ORCA calculation (ωB97M-V/def2-TZVPD) on a cluster of 15 separate species, C36H88O22S7 in total at a distorted geometry.

XYZ file:
```
153
Properties=species:S:1:pos:R:3:forces:R:3
C -4.3104 3.0387 -1.1106 1.1214 0.1579 0.4106
O -3.2489 3.5454 -0.2468 -0.4333 -1.2450 -0.2183
H -3.8554 2.7791 -2.0749 -0.2348 0.0326 0.0337
H -4.7197 2.1069 -0.6923 0.2014 0.5504 0.0209
H -5.0527 3.8122 -1.2474 -0.4167 -0.0224 -0.0777
H -3.2007 4.4943 -0.2728 -0.2080 0.5106 -0.1717
C 1.6199 -1.3422 -4.1368 -0.3290 -0.6260 -0.2858
O 0.2019 -1.3691 -4.0985 0.4969 -0.4964 0.1882
H 1.9721 -2.1579 -3.5153 0.1152 -0.3646 -0.0737
H 1.9845 -1.5035 -5.1856 0.0270 0.4208 0.8907
H 2.0148 -0.4601 -3.6349 0.1187 0.3210 -0.3966
H -0.0782 -0.5529 -4.5173 -0.3925 0.4527 -0.3559
C -5.4347 -0.1099 0.7502 -0.0092 -0.5891 -0.0311
O -4.5875 -0.2082 -0.4209 -0.1932 -0.0700 1.1093
H -6.0827 -0.9951 0.8188 0.2029 -0.0675 0.0254
H -4.8851 -0.0201 1.7196 -0.2368 0.1954 -0.9009
H -6.1324 0.7108 0.6054 0.2089 0.3601 0.0891
H -3.7866 -0.6608 -0.1001 0.0636 0.2322 -0.2981
C -1.1065 4.2928 2.2814 0.0804 -0.2615 -0.5066
O -0.1647 5.1688 1.6274 -0.4537 -0.2139 0.1761
H -1.4961 3.6526 1.4710 -0.0830 0.1136 0.7266
H -0.5795 3.6947 3.0353 -0.2455 -0.0512 -0.1155
H -1.9292 4.8489 2.7737 0.3785 -0.3003 -0.3718
H -0.2470 5.9926 2.0913 0.2838 0.7119 0.1437
C -0.4038 1.1194 -6.6896 1.1859 0.0673 -0.9297
O -0.4251 0.9683 -5.2985 -0.9274 0.1264 0.4563
H 0.6260 0.8475 -7.0206 -0.8267 0.1912 -0.0057
H -1.1381 0.5317 -7.2431 0.0107 -0.3748 0.2365
H -0.6022 2.1548 -6.9494 0.1533 0.3279 -0.1661
H -1.2930 1.3353 -5.0160 0.4972 -0.1288 0.3417
C -4.4418 -3.8881 1.2186 0.8694 -0.3216 0.9318
O -3.4334 -4.0581 2.2685 -1.0173 0.3024 -0.8489
H -4.3080 -2.9501 0.6568 0.1148 -0.3184 0.0863
H -4.4030 -4.7667 0.5795 0.0081 0.0692 -0.4294
H -5.4421 -3.8919 1.6656 0.3327 0.1335 0.2269
H -2.5816 -4.2763 1.8492 -0.2318 0.0669 0.0339
C 3.6066 -1.0721 0.5859 0.3783 0.1537 -0.0081
O 3.6325 -2.0424 1.6166 -0.0225 -0.4283 0.4986
H 3.9641 -0.1077 0.9542 0.0692 0.0945 -0.1025
H 4.2161 -1.3832 -0.2763 -0.2331 0.1716 0.1320
H 2.5689 -0.9368 0.3041 -0.0628 -0.0940 -0.1514
H 4.4479 -1.9772 2.1261 -0.0495 0.0363 -0.2965
C -1.8676 3.7372 -3.8377 -1.0950 -0.7488 -0.2946
O -2.4195 2.4838 -4.3177 0.0180 0.3264 0.2522
H -0.8057 3.6238 -3.9677 0.3752 0.3021 -0.0234
H -2.3030 4.5449 -4.4233 0.3610 0.1959 -0.1229
H -2.1289 3.9071 -2.7951 0.2058 -0.1307 0.1788
H -3.3466 2.4055 -4.0714 0.0476 0.0649 -0.0156
C -0.7668 0.8249 -1.7338 1.5153 -0.4241 -0.5964
C -0.2349 1.7247 -0.6087 0.1622 0.5425 -0.8093
C -0.6764 1.0436 0.6663 -1.0686 1.5155 0.9458
S -0.7026 -0.6890 0.4317 -2.3731 -0.4846 -0.9426
O -2.1139 -1.1325 0.5515 1.6396 0.1804 0.3793
O 0.3302 -1.3539 1.1850 -0.0035 -0.2300 0.2338
C -0.3186 -0.6007 -1.2978 0.1126 0.6390 -0.0014
H -0.2952 1.1001 -2.7080 -0.2713 -0.3603 0.6694
H -1.8371 0.9478 -1.8794 -0.2077 -0.2692 0.2814
H -0.6618 2.7221 -0.7574 -0.2068 -0.0842 0.5634
H 0.8484 1.8964 -0.6862 -0.1619 -0.5778 0.0068
H -1.7290 1.3380 0.8460 0.4107 -0.3026 0.0517
H -0.1555 1.2456 1.5898 0.3515 0.2061 0.1156
H -0.7630 -1.4387 -1.8075 0.1194 -0.1438 -0.1416
H 0.7784 -0.6452 -1.2594 -0.1279 -0.0870 -0.5802
C 1.9170 0.6134 3.9748 0.1411 -0.0767 -0.4549
C 3.2292 0.0582 4.5801 -0.4067 -0.2361 -1.0179
C 2.9010 -0.2860 6.0190 0.7321 -1.5193 -0.2334
S 1.7466 0.9236 6.6211 -0.8741 -1.5923 1.5479
O 2.3454 1.8574 7.5404 0.3707 0.3369 -0.7396
O 0.5935 0.2069 7.1821 0.6782 0.5220 -1.0302
C 1.4154 1.5700 4.9978 -0.1733 1.8276 0.8124
H 1.1167 -0.0959 3.7609 0.4019 -0.5747 0.1251
H 2.1149 1.0958 3.0072 -0.0465 0.0750 0.3360
H 4.0277 0.7939 4.5275 0.0092 0.2719 -0.0942
H 3.5185 -0.7944 3.9433 0.0948 0.0938 0.6665
H 3.7590 -0.3661 6.6891 -0.1177 0.1592 -0.0369
H 2.4142 -1.2713 5.9587 -0.1833 0.4136 0.5651
H 2.0114 2.4915 4.9776 -0.3115 0.0863 -0.0029
H 0.3550 1.7795 5.0397 -0.2477 0.1907 -0.5279
C 5.2517 3.5091 -3.1982 1.0201 -0.4681 -1.6238
C 4.6234 2.8553 -4.4869 0.0095 1.1386 0.8857
C 3.5437 2.0405 -3.8588 -2.7471 -0.4707 -0.9057
S 4.1324 1.2089 -2.4530 -0.0826 -1.1509 1.5699
O 4.5416 -0.1347 -2.8010 0.4422 0.4367 -0.1959
O 3.2429 1.2702 -1.2912 0.2267 0.6196 -0.9466
C 5.5037 2.3350 -2.2995 0.1795 -0.6218 0.0907
H 4.5778 4.1958 -2.7112 -0.3084 0.3940 -0.1035
H 6.2274 3.9972 -3.3814 -0.6313 0.0033 0.0015
H 5.2874 2.2278 -5.0513 0.7284 -0.2783 0.0251
H 4.2178 3.5691 -5.2056 -0.0748 0.0994 0.2348
H 2.9830 1.3359 -4.4923 0.4164 0.1267 0.1024
H 2.7836 2.6823 -3.4186 -0.2101 0.3959 -0.1154
H 6.2689 1.6982 -2.7170 0.8053 0.0844 0.1782
H 5.6817 2.6580 -1.2982 0.2619 -0.2250 0.8463
C -4.6565 -2.7197 -2.7472 0.9069 1.1579 0.2655
C -3.1989 -2.2273 -2.5865 0.2910 -1.1072 0.4537
C -2.3764 -3.0670 -3.5886 0.4549 0.2733 -0.8422
S -3.2820 -4.6122 -3.9528 1.0122 -0.0827 -1.3435
O -2.6143 -5.8996 -3.6726 -0.6903 2.0222 0.0227
O -3.8294 -4.3954 -5.2797 0.0717 -0.4503 0.0685
C -4.4986 -4.2100 -2.8168 -2.1962 -1.0961 1.1419
H -5.0514 -2.2582 -3.6621 -0.3868 -0.4105 0.3058
H -5.1973 -2.4298 -1.8373 -0.2497 0.0209 -0.5373
H -2.8735 -2.4911 -1.5611 -0.0694 0.0999 -0.4674
H -3.0401 -1.1509 -2.6718 -0.1969 -0.1024 -0.3540
H -1.4136 -3.3524 -3.2297 0.7442 0.0094 0.3527
H -2.2357 -2.5780 -4.5788 -0.1913 -0.3887 0.6953
H -4.1525 -4.5996 -1.8754 0.3456 0.0119 0.6755
H -5.4249 -4.7645 -2.9954 0.1291 0.0661 -0.4046
C -2.8404 -1.5128 6.2750 0.4839 -0.0361 -0.2081
C -2.1923 -2.4151 5.2106 -0.9469 0.3910 -1.0299
C -2.3734 -1.6535 3.8719 0.7083 -0.9706 -0.8071
S -2.4858 0.0795 4.1989 -0.4607 0.3123 -0.1406
O -3.7916 0.6260 3.8643 0.4157 -0.3867 0.1331
O -1.3345 0.7411 3.6018 0.0104 0.1284 0.4077
C -2.3293 -0.1116 5.9646 0.7856 0.2100 0.2042
H -2.4794 -1.8204 7.2452 -0.1796 0.0374 0.4585
H -3.9310 -1.5475 6.2437 0.0617 -0.1253 -0.0192
H -2.6984 -3.3788 5.1012 0.1334 0.1044 0.1676
H -1.1381 -2.6001 5.3867 0.1344 0.1358 0.2715
H -3.2684 -1.9515 3.3494 -0.4610 -0.0639 0.0488
H -1.5723 -1.8423 3.1265 -0.3082 0.3025 0.6020
H -2.7424 0.7131 6.5383 -0.3525 0.0437 -0.2332
H -1.2470 -0.0834 6.1258 -0.0745 -0.0656 0.1063
C 1.5917 -6.2651 -1.0279 0.3578 -0.5085 1.1962
C 2.2480 -5.6232 0.2427 -0.7161 0.4452 -1.5832
C 1.5754 -4.2707 0.3370 -0.0633 1.5341 0.1282
S -0.1913 -4.5504 0.0282 0.8404 -2.3435 2.2008
O -0.8645 -3.6041 -0.7911 -0.2242 0.9565 -0.7495
O -0.7810 -4.9310 1.3198 0.0760 0.7595 -0.7633
C 0.0858 -6.1144 -0.7939 -0.2491 -0.8712 -1.0634
H 1.8857 -7.3113 -1.0982 -0.2344 -0.1524 0.0312
H 1.9211 -5.8313 -1.9648 0.0056 0.5346 -0.0117
H 3.3134 -5.4578 0.1647 0.2897 -0.2158 -0.0710
H 2.0233 -6.2046 1.1216 -0.0378 -0.3280 0.2909
H 1.9253 -3.5493 -0.4410 -0.1477 -0.5587 0.5535
H 1.7024 -3.8207 1.3310 -0.2873 0.1467 -0.4419
H -0.5056 -6.2489 -1.7058 0.0378 0.5455 0.0229
H -0.3086 -6.8696 -0.1135 0.2586 0.0997 0.2229
C 2.5190 3.3199 1.2875 -0.1425 -0.6128 -0.1952
C 2.4998 4.2527 0.0361 -1.2862 -0.9472 0.4318
C 3.4872 5.3423 0.3472 -0.8695 1.3973 -0.2378
S 4.8013 4.6841 1.2820 -0.7118 -1.2390 -0.1548
O 4.8697 5.3944 2.5154 0.7141 0.7392 0.8114
O 5.9311 4.4774 0.4165 0.6510 0.0235 -0.0098
C 3.9825 3.1342 1.6033 1.1475 -1.1842 0.0108
H 2.0863 2.3205 1.0748 0.0903 0.6511 0.0118
H 2.0080 3.7220 2.1815 -0.0023 0.1950 -0.6854
H 1.4767 4.6370 -0.0833 0.3925 0.1269 0.0225
H 2.7146 3.6772 -0.8858 0.2765 0.2091 0.6029
H 3.0475 6.0780 1.0460 0.0381 -0.1477 -0.5873
H 3.8907 5.8189 -0.5348 0.1075 0.3319 -0.1039
H 4.2282 2.8121 2.6231 -0.1465 0.2056 -0.1746
H 4.4571 2.4202 0.9080 -0.3071 0.1490 0.1757
```
Forces are in eV/Å.

Values from the calculation:
F_max, hartree/bohr: 0.0646
Energy, Ha: -5866.865384
Total charge: 0
Highest occupied orbital energy, eV: -9.72
LUMO level, eV: -0.042